Entry 1:
ORCA calculation (ωB97M-V/def2-TZVPD) on a molecular structure, C27H50MnOP2 in a non-equilibrium geometry.

Element x y z (Å)
Mn: -1.372 1.050 0.495
C: -1.393 3.258 0.798
C: -1.704 2.995 -0.583
C: -3.368 2.026 0.729
C: -2.434 2.687 1.609
C: -2.923 2.241 -0.625
C: -0.291 4.125 1.296
H: 0.562 4.135 0.606
H: 0.068 3.787 2.278
H: -0.629 5.168 1.417
C: -2.602 2.925 3.062
H: -1.665 3.265 3.517
H: -2.909 2.010 3.581
H: -3.366 3.695 3.255
C: -4.674 1.428 1.100
H: -5.437 2.207 1.253
H: -4.597 0.845 2.026
H: -5.047 0.760 0.312
C: -3.710 1.933 -1.849
H: -4.431 2.743 -2.054
H: -4.292 1.008 -1.742
H: -3.072 1.835 -2.736
C: -1.014 3.579 -1.763
H: -1.481 4.537 -2.047
H: -1.076 2.923 -2.641
H: 0.044 3.784 -1.557
C: 4.755 -2.103 -0.629
C: 5.001 -0.895 -1.156
C: 5.371 -0.604 -2.580
C: 4.919 -1.642 -3.635
C: 3.443 -1.934 -3.667
C: 2.763 -2.823 -2.937
C: 3.343 -3.801 -1.957
C: 4.711 -3.426 -1.340
H: 6.469 -0.509 -2.658
H: 5.528 -2.546 -3.528
H: 4.972 0.382 -2.866
H: 5.486 -3.522 -2.108
H: 4.628 -2.178 0.459
H: 5.074 -0.035 -0.478
H: 4.942 -4.202 -0.592
H: 2.623 -3.970 -1.140
H: 1.693 -2.964 -3.143
H: 3.461 -4.783 -2.450
H: 5.186 -1.223 -4.619
H: 2.899 -1.369 -4.437
P: 0.903 0.522 0.632
C: 1.674 0.218 2.246
C: 2.140 1.369 -0.408
P: -1.092 -0.669 -1.105
C: 0.530 -1.071 -0.268
C: -0.595 -0.262 -2.814
C: -2.153 -2.134 -1.275
H: 0.926 -0.162 2.955
H: 2.055 1.175 2.634
H: 2.511 -0.491 2.167
H: 2.993 0.718 -0.656
H: 2.505 2.248 0.143
H: 1.666 1.718 -1.339
H: -1.580 -2.976 -1.689
H: -2.975 -1.892 -1.968
H: -2.596 -2.424 -0.313
H: 0.386 -1.887 0.457
H: 1.313 -1.342 -0.993
H: -1.501 -0.197 -3.434
H: 0.064 -1.047 -3.211
H: -0.071 0.704 -2.852
C: -0.945 -1.734 3.776
C: -2.103 -1.049 3.047
C: -2.926 -2.057 2.264
C: -2.988 -0.451 4.137
O: -1.588 -0.060 2.222
H: -1.304 -2.566 4.394
H: -0.443 -1.011 4.432
H: -0.192 -2.126 3.086
H: -3.477 -2.742 2.926
H: -3.672 -1.551 1.635
H: -2.282 -2.662 1.616
H: -2.418 0.264 4.743
H: -3.867 0.061 3.737
H: -3.352 -1.241 4.804

## Properties
⟨S²⟩: 6.21
Strongest force on any atom: 0.0423 hartree/bohr
E_HOMO (spin up / spin down): -0.3612 / -0.3980 Ha
Lowest unoccupied orbital energy (spin up / spin down): -0.1413 / -0.1054 Eh
HOMO-LUMO gap (spin up / spin down): 5.9839 / 7.9630 eV
E: -2967.4955 a.u.
Total charge: +1
Spin multiplicity: 5

---

Entry 2:
ORCA calculation (ωB97M-V/def2-TZVPD) on a molecular structure, C27H50N2O2P2V in a non-equilibrium geometry.

Element x y z (Å)
V: 0.426 0.285 -0.341
C: 1.057 0.092 -2.089
O: 1.605 0.109 -3.133
C: 0.966 2.085 -0.133
O: 1.333 3.210 -0.066
P: -1.697 1.334 -1.318
C: -2.922 2.115 -0.152
H: -3.713 2.522 -0.808
C: -1.460 2.701 -2.585
H: -0.627 3.273 -2.148
C: -2.740 0.037 -2.166
H: -2.937 -0.647 -1.324
C: 2.967 -2.109 0.306
P: 2.487 -0.361 0.738
H: 3.555 -0.445 2.908
H: 2.079 -2.670 0.653
C: 4.100 0.527 0.415
H: 4.879 -0.231 0.587
C: -1.010 2.208 -3.974
H: -1.808 1.659 -4.478
H: -0.115 1.592 -3.924
H: -0.776 3.077 -4.595
C: -2.641 3.673 -2.761
H: -2.417 4.370 -3.573
H: -2.855 4.249 -1.861
H: -3.546 3.147 -3.070
C: -4.102 0.521 -2.677
H: -4.695 1.057 -1.927
H: -4.688 -0.356 -2.986
H: -3.997 1.144 -3.572
C: -2.007 -0.773 -3.243
H: -2.319 -1.826 -3.153
H: -0.916 -0.738 -3.134
H: -2.261 -0.422 -4.253
C: -3.564 1.072 0.778
H: -4.245 0.407 0.243
H: -4.159 1.595 1.531
H: -2.820 0.465 1.307
C: -2.298 3.278 0.624
H: -1.565 2.941 1.368
H: -3.094 3.789 1.181
H: -1.822 4.020 -0.031
C: 4.196 -2.647 1.058
H: 4.237 -2.368 2.114
H: 5.120 -2.317 0.571
H: 4.181 -3.743 0.994
C: 3.127 -2.369 -1.195
H: 4.095 -2.006 -1.560
C: 1.807 0.802 3.223
H: 2.343 -1.895 -1.790
H: 3.064 -3.454 -1.358
C: 1.828 -1.703 3.155
H: 0.715 0.689 3.293
H: 2.160 0.917 4.257
H: 2.034 1.738 2.699
C: 2.488 -0.424 2.608
H: 1.840 -1.658 4.245
H: 2.348 -2.612 2.866
H: 0.781 -1.776 2.846
C: 4.378 1.718 1.334
H: 3.633 2.505 1.169
H: 5.355 2.152 1.078
H: 4.394 1.453 2.395
C: 4.219 0.978 -1.041
H: 4.018 0.185 -1.765
H: 5.238 1.337 -1.231
H: 3.541 1.813 -1.260
H: -0.500 1.170 1.942
H: -1.073 1.116 1.472
N: -1.226 -3.571 -0.119
C: -0.589 -2.515 -0.638
N: -0.641 -1.483 0.216
C: -1.324 -1.929 1.376
C: -1.611 -1.312 2.602
C: -2.271 -2.082 3.577
C: -2.618 -3.432 3.332
C: -2.326 -4.044 2.108
C: -1.690 -3.262 1.158
H: -1.295 -4.496 -0.574
H: -0.066 -2.506 -1.606
H: -1.331 -0.266 2.768
H: -2.514 -1.605 4.533
H: -3.123 -3.993 4.122
H: -2.580 -5.081 1.862

## Properties
⟨S²⟩: 0.95
Strongest force on any atom: 0.2077 hartree/bohr
E_HOMO (spin up / spin down): -0.7698 / -0.7560 Ha
Lowest unoccupied orbital energy (spin up / spin down): -0.6114 / -0.6100 Eh
HOMO-LUMO gap (spin up / spin down): 4.3115 / 3.9736 eV
E: -2943.7880 a.u.
Total charge: +4
Spin multiplicity: 2

---

Entry 3:
ORCA calculation (ωB97M-V/def2-TZVPD) on C27H50O6 in the gas phase.

Element x y z (Å)
C: 0.367 2.227 -5.469
C: 0.798 2.745 -4.102
C: -0.355 2.823 -3.101
C: -0.925 1.452 -2.742
C: -1.814 1.514 -1.501
C: -2.369 0.134 -1.108
C: -2.091 -0.217 0.351
C: -0.649 -0.500 0.691
O: -0.230 -0.558 1.820
O: 0.110 -0.743 -0.386
C: 1.470 -1.095 -0.171
C: 2.428 -0.114 -0.856
C: 2.203 1.336 -0.419
O: 2.239 1.429 0.996
C: 1.173 1.978 1.612
O: 0.249 2.468 1.018
C: 1.299 1.862 3.102
C: 0.617 3.020 3.828
C: 0.509 2.784 5.334
C: -0.530 1.727 5.701
C: -0.634 1.543 7.213
C: -1.598 0.429 7.623
C: -3.055 0.751 7.310
O: 2.249 -0.142 -2.269
C: 2.787 -1.177 -2.936
O: 3.474 -2.016 -2.416
C: 2.358 -1.154 -4.379
C: 0.959 -1.783 -4.479
C: 0.989 -3.292 -4.235
C: -0.407 -3.863 -3.973
C: -0.904 -3.629 -2.544
C: -0.251 -4.563 -1.526
C: -0.819 -4.359 -0.126
H: 0.009 1.203 -5.401
H: -0.431 2.845 -5.875
H: 1.203 2.251 -6.166
H: 1.577 2.096 -3.694
H: 1.227 3.743 -4.222
H: -1.148 3.455 -3.507
H: 0.009 3.302 -2.189
H: -1.505 1.060 -3.581
H: -0.100 0.763 -2.552
H: -2.637 2.207 -1.688
H: -1.236 1.923 -0.672
H: -1.932 -0.635 -1.747
H: -3.449 0.107 -1.261
H: -2.425 0.584 1.012
H: -2.644 -1.119 0.633
H: 1.624 -2.093 -0.591
H: 1.675 -1.112 0.905
H: 3.449 -0.439 -0.615
H: 2.990 1.972 -0.833
H: 1.231 1.684 -0.783
H: 0.805 0.920 3.357
H: 2.353 1.778 3.369
H: 1.185 3.935 3.644
H: -0.379 3.159 3.404
H: 0.234 3.726 5.816
H: 1.486 2.489 5.725
H: -0.268 0.771 5.246
H: -1.497 2.033 5.299
H: 0.359 1.308 7.606
H: -0.954 2.482 7.672
H: -1.498 0.260 8.698
H: -1.315 -0.496 7.115
H: -3.705 -0.032 7.692
H: -3.344 1.693 7.772
H: -3.215 0.829 6.238
H: 2.320 -0.120 -4.722
H: 3.070 -1.723 -4.975
H: 0.307 -1.298 -3.750
H: 0.552 -1.584 -5.472
H: 1.421 -3.781 -5.111
H: 1.640 -3.515 -3.389
H: -1.108 -3.410 -4.679
H: -0.399 -4.938 -4.165
H: -1.985 -3.789 -2.516
H: -0.719 -2.594 -2.249
H: -0.416 -5.598 -1.833
H: 0.828 -4.395 -1.506
H: -0.341 -5.032 0.582
H: -0.659 -3.338 0.213
H: -1.889 -4.556 -0.117

## Properties
Strongest force on any atom: 0.0168 hartree/bohr
SMILES: CCCCCCCC(=O)OCC(COC(=O)CCCCCCC)OC(=O)CCCCCCC
E_HOMO: -0.3812 Ha
Lowest unoccupied orbital energy: 0.0307 Eh
HOMO-LUMO gap: 11.2060 eV
E: -1510.3133 a.u.
Total charge: 0

---

Entry 4:
ORCA calculation (ωB97M-V/def2-TZVPD) on a molecular structure, C27H51AsF6NO25P4 in a non-equilibrium geometry.

Element x y z (Å)
As: 7.302 17.320 8.133
F: 7.773 17.430 9.801
F: 6.439 15.890 8.616
F: 6.927 17.177 6.394
F: 8.042 18.886 7.780
F: 8.731 16.287 7.838
F: 5.757 18.266 8.403
C: 10.155 22.496 3.025
C: 9.344 23.494 3.532
C: 9.302 24.918 3.043
O: 8.519 25.823 3.343
C: 10.446 25.127 2.111
C: 11.313 24.209 1.623
C: 11.208 22.775 1.927
O: 11.950 21.860 1.509
O: 12.282 24.580 0.736
O: 8.553 23.200 4.606
H: 10.121 21.484 3.400
H: 10.699 26.133 1.811
H: 12.861 23.847 0.514
H: 8.713 22.291 4.872
C: 15.689 14.641 4.474
C: 16.605 13.662 4.639
C: 16.805 12.871 5.868
O: 17.432 11.909 6.133
C: 16.014 13.347 6.980
C: 15.093 14.354 6.941
C: 14.819 15.125 5.669
O: 13.995 16.022 5.570
O: 14.262 14.659 7.960
O: 17.401 13.171 3.700
H: 15.806 15.092 3.500
H: 16.082 12.659 7.810
H: 13.647 15.317 7.627
H: 18.199 12.795 4.078
C: 2.070 14.593 4.584
O: 2.084 13.987 3.482
N: 1.499 14.199 5.736
C: 1.322 15.053 6.909
C: 0.828 12.897 5.737
H: 2.615 15.530 4.778
H: 0.278 15.180 7.195
H: 1.881 15.987 6.846
H: 1.758 14.387 7.653
H: -0.229 13.035 5.508
H: 1.250 12.114 5.108
H: 0.706 12.498 6.743
C: 8.369 11.549 4.411
O: 8.044 10.392 3.593
P: 6.642 10.263 2.751
O: 6.402 11.333 1.741
O: 6.723 8.746 2.128
C: 7.887 8.550 1.310
O: 5.560 9.967 3.928
C: 5.824 9.207 5.070
H: 8.342 11.306 5.473
H: 7.616 12.308 4.198
H: 9.389 11.810 4.127
H: 8.753 8.906 1.868
H: 7.677 9.055 0.367
H: 8.188 7.515 1.149
H: 6.726 8.596 5.110
H: 4.992 8.557 5.342
H: 5.818 9.893 5.917
C: -1.011 18.269 1.310
O: -0.410 19.365 0.679
P: 1.163 19.421 0.551
O: 1.863 18.156 0.288
O: 1.362 20.635 -0.499
C: 0.863 21.899 -0.157
O: 1.534 20.096 1.993
C: 2.789 20.605 2.331
H: -1.982 18.044 0.870
H: -1.247 18.321 2.373
H: -0.311 17.450 1.145
H: 0.153 22.221 -0.919
H: 1.686 22.608 -0.242
H: 0.448 22.004 0.845
H: 2.633 21.684 2.343
H: 3.506 20.205 1.614
H: 3.125 20.297 3.321
C: 11.625 19.500 17.314
O: 10.573 20.249 17.796
P: 9.885 21.340 16.822
O: 10.761 22.403 16.442
O: 8.528 21.835 17.629
C: 8.446 23.124 18.232
O: 9.277 20.439 15.712
C: 8.379 20.991 14.830
H: 11.592 18.444 17.586
H: 12.590 19.839 17.691
H: 11.538 19.589 16.231
H: 8.973 23.880 17.650
H: 8.984 23.112 19.180
H: 7.419 23.366 18.508
H: 8.792 21.782 14.205
H: 7.432 21.366 15.218
H: 7.892 20.232 14.218
C: 0.672 25.245 7.132
O: 1.051 26.295 8.031
P: 2.001 25.977 9.333
O: 1.998 26.973 10.344
O: 3.497 25.692 8.768
C: 4.127 26.565 7.936
O: 1.661 24.469 9.805
C: 2.374 23.270 9.442
H: 1.407 24.654 6.584
H: -0.115 25.493 6.419
H: 0.194 24.455 7.712
H: 3.595 27.507 8.066
H: 4.207 26.183 6.918
H: 5.178 26.661 8.208
H: 2.877 22.867 10.321
H: 3.010 23.134 8.567
H: 1.541 22.619 9.176

## Properties
Strongest force on any atom: 0.1079 hartree/bohr
E_HOMO: -0.2730 Ha
Lowest unoccupied orbital energy: -0.0151 Eh
HOMO-LUMO gap: 7.0166 eV
E: -7195.9251 a.u.
Total charge: -1